Here is an isolated ion of composition C31H35N2 and charge +1 from the Open Molecules 2025 dataset. Energies are from ωB97M-V with the def2-TZVPD basis set.

HOMO level in eV: -9.65
Charge: +1
Relative energy (zero: lowest compared OMol25 entry of this formula, charge and spin) in eV: 0.000
Orbital gap in eV: 6.5550
E in eV: -35689.4886
SMILES: CN(C)c1ccc(C2([C@H]3CCCCC3=[N+]3CCCC3)c3ccccc3-c3ccccc32)cc1

Last columns: bonded neighbours and bond lengths (Å).
CARTESIAN COORDINATES (ANGSTROEM)
1 C 1.19 5.66 -2.62  N2 1.447, H34 1.092, H35 1.103, H36 1.095
2 N 0.74 4.45 -3.28  C1 1.447, C3 1.449, C4 1.371
3 C 0.83 4.50 -4.73  N2 1.449, H37 1.098, H38 1.095, H39 1.100
4 C 0.41 3.31 -2.59  N2 1.371, C5 1.424, C33 1.423
5 C -0.05 3.39 -1.24  C4 1.424, C6 1.393, H40 1.092
6 C -0.46 2.24 -0.57  C5 1.393, C7 1.402, H41 1.097
7 C -0.30 0.96 -1.13  C6 1.402, C8 1.537, C32 1.401
8 C -0.71 -0.26 -0.30  C7 1.537, C9 1.534, C20 1.541, C31 1.546
9 C -0.25 -0.10 1.16  C8 1.534, C10 1.547, C14 1.529, H42 1.091
10 C -1.38 0.14 2.18  C9 1.547, C11 1.535, H43 1.096, H44 1.102
11 C -2.08 -1.12 2.72  C10 1.535, C12 1.534, H45 1.100, H46 1.103
12 C -1.40 -2.46 2.40  C11 1.534, C13 1.524, H47 1.096, H48 1.094
13 C 0.12 -2.38 2.42  C12 1.524, C14 1.492, H49 1.106, H50 1.109
14 C 0.67 -1.13 1.81  C9 1.529, C13 1.492, N15 1.318
15 N 1.92 -0.87 2.14  C14 1.318, C16 1.483, C19 1.473
16 C 2.75 -1.85 2.88  N15 1.483, C17 1.531, H51 1.103, H52 1.104
17 C 4.13 -1.19 3.02  C16 1.531, C18 1.533, H53 1.094, H54 1.093
18 C 4.00 0.26 2.53  C17 1.533, C19 1.538, H55 1.095, H56 1.092
19 C 2.61 0.41 1.89  N15 1.473, C18 1.538, H57 1.104, H58 1.103
20 C -0.23 -1.62 -0.86  C8 1.541, C21 1.383, C25 1.405
21 C 1.02 -2.03 -1.26  C20 1.383, C22 1.404, H59 1.093
22 C 1.23 -3.40 -1.47  C21 1.404, C23 1.399, H60 1.087
23 C 0.19 -4.33 -1.33  C22 1.399, C24 1.391, H61 1.089
24 C -1.10 -3.89 -1.07  C23 1.391, C25 1.390, H62 1.087
25 C -1.30 -2.53 -0.85  C20 1.405, C24 1.390, C26 1.473
26 C -2.55 -1.81 -0.56  C25 1.473, C27 1.391, C31 1.406
27 C -3.86 -2.27 -0.45  C26 1.391, C28 1.395, H63 1.089
28 C -4.87 -1.33 -0.23  C27 1.395, C29 1.400, H64 1.091
29 C -4.58 0.04 -0.25  C28 1.400, C30 1.406, H65 1.089
30 C -3.25 0.50 -0.39  C29 1.406, C31 1.388, H66 1.093
31 C -2.24 -0.45 -0.40  C8 1.546, C26 1.406, C30 1.388
32 C 0.14 0.88 -2.46  C7 1.401, C33 1.401, H67 1.092
33 C 0.47 2.02 -3.19  C4 1.423, C32 1.401, H68 1.094
34 H 0.81 5.73 -1.60  C1 1.092
35 H 2.29 5.72 -2.61  C1 1.103
36 H 0.82 6.50 -3.22  C1 1.095
37 H -0.04 4.04 -5.21  C3 1.098
38 H 0.85 5.57 -4.99  C3 1.095
39 H 1.75 4.04 -5.11  C3 1.100
40 H -0.12 4.35 -0.73  C5 1.092
41 H -0.93 2.36 0.41  C6 1.097
42 H 0.34 0.82 1.19  C9 1.091
43 H -2.12 0.83 1.77  C10 1.096
44 H -0.92 0.66 3.03  C10 1.102
45 H -3.12 -1.18 2.37  C11 1.100
46 H -2.09 -0.99 3.81  C11 1.103
47 H -1.72 -3.19 3.15  C12 1.096
48 H -1.74 -2.87 1.44  C12 1.094
49 H 0.42 -2.38 3.48  C13 1.106
50 H 0.55 -3.28 1.94  C13 1.109
51 H 2.32 -2.04 3.87  C16 1.103
52 H 2.80 -2.81 2.34  C16 1.104
53 H 4.45 -1.25 4.06  C17 1.094
54 H 4.84 -1.74 2.40  C17 1.093
55 H 4.09 0.96 3.37  C18 1.095
56 H 4.76 0.48 1.79  C18 1.092
57 H 2.69 0.60 0.80  C19 1.104
58 H 2.06 1.25 2.35  C19 1.103
59 H 1.82 -1.29 -1.40  C21 1.093
60 H 2.23 -3.75 -1.72  C22 1.087
61 H 0.39 -5.39 -1.45  C23 1.089
62 H -1.96 -4.56 -1.02  C24 1.087
63 H -4.05 -3.34 -0.54  C27 1.089
64 H -5.90 -1.67 -0.07  C28 1.091
65 H -5.38 0.77 -0.16  C29 1.089
66 H -3.04 1.56 -0.51  C30 1.093
67 H 0.22 -0.11 -2.92  C32 1.092
68 H 0.80 1.92 -4.23  C33 1.094